Entry 1:
An isolated ion of composition C5H10NO2 and charge -1 at a distorted geometry. Source: OMol25; level of theory: ωB97M-V with the def2-TZVPD basis set.

```
18
Properties=species:S:1:pos:R:3:mulliken_charge:R:1
O 1.302 -0.696 3.125 -0.73
O 1.666 -2.816 2.510 -0.75
N 1.736 -1.039 0.917 -0.37
C 0.815 0.016 0.617 -0.57
C 0.324 0.161 -0.872 -0.56
C -0.727 1.219 -1.115 -0.44
C -2.198 0.694 -1.189 -1.08
C 1.621 -1.587 2.312 0.58
H -0.095 -0.911 -0.947 0.27
H -0.666 1.962 -0.301 0.33
H -2.690 1.282 -1.932 0.32
H 1.702 -1.849 0.303 0.24
H 1.446 0.938 0.583 0.13
H -2.617 0.807 -0.183 0.25
H -2.228 -0.358 -1.573 0.31
H -0.582 1.768 -2.038 0.39
H 0.067 0.237 1.371 0.35
H 1.125 0.173 -1.588 0.34
```

Values from the calculation:
Highest occupied orbital energy ... -3.90 eV
Total charge ... -1
LUMO energy ... 3.526 eV
Spin multiplicity ... 1
Gap between HOMO and LUMO ... 7.430 eV
ΔE to the lowest compared entry with this formula, charge and spin ... 26.32 kcal per mole
SMILES ... CCCCNC(=O)[O-]



Entry 2:
C5H10NO2 as an isolated structure at a distorted geometry. Source: OMol25; level of theory: ωB97M-V with the def2-TZVPD basis set.

```
18
Properties=species:S:1:pos:R:3:mulliken_charge:R:1
O 3.222 -0.183 -1.097 -0.87
O -1.373 -1.389 -0.555 -0.61
N -1.708 0.825 0.418 -0.43
C -2.183 1.204 -0.915 -0.74
C 1.223 0.055 0.211 -0.60
C 2.656 -0.635 0.012 -0.48
C 0.137 -0.573 1.097 -0.22
C -1.064 -0.518 0.231 0.35
H 1.371 1.131 0.361 0.44
H -2.218 -0.178 0.656 0.29
H -2.629 0.315 -1.404 0.26
H 0.451 -1.569 1.414 0.37
H 0.837 0.168 -0.826 0.13
H -1.401 1.629 -1.576 0.30
H 3.308 -0.554 0.932 0.18
H -2.982 1.965 -0.941 0.29
H 2.350 -1.752 0.003 0.11
H 0.006 0.062 1.978 0.24
```

Values from the calculation:
Highest occupied orbital energy ... -2.40 eV
Total charge ... -1
LUMO energy ... 3.489 eV
Spin multiplicity ... 1
Gap between HOMO and LUMO ... 5.892 eV
ΔE to the lowest compared entry with this formula, charge and spin ... 122.70 kcal per mole